Record 1
{
  "formula": "C2H3ClNOP",
  "method": "ωB97M-V/def2-TZVPD",
  "elements": ["C", "P", "O", "Cl", "C", "N", "H", "H", "H"],
  "coordinates": [[-1.067, -0.492, 0.226], [0.704, -0.239, -0.021], [1.343, -1.295, -0.762], [1.501, 0.020, 1.881], [0.862, 1.398, -0.761], [0.900, 2.435, -1.248], [-1.632, 0.148, -0.331], [-1.242, -1.549, -0.190], [-1.369, -0.426, 1.206]],
  "forces_ev_per_angstrom": [[1.9, -3.2, -1.4], [-0.8, 0.7, 1.6], [0.8, -0.8, -0.9], [-0.4, 0.1, -1.0], [0.0, -0.4, 0.4], [0.0, 0.2, -0.1], [-1.4, 1.9, -1.7], [0.3, 1.5, 0.8], [-0.5, 0.0, 2.3]],
  "mulliken_charge": [-1.013, 0.867, -0.566, -0.236, 0.189, -0.279, 0.386, 0.281, 0.371],
  "total_energy_ha": -1009.58367,
  "homo_lumo_gap_ev": 12.028,
  "smiles": "C[P@](=O)(Cl)C#N",
  "multiplicity": 1
}

=====

Record 2
{
  "formula": "C10H16ClY2",
  "method": "ωB97M-V/def2-TZVPD",
  "elements": ["Y", "Cl", "C", "C", "H", "H", "H", "H", "H", "H", "Y", "C", "C", "H", "H", "H", "H", "H", "C", "C", "C", "C", "C", "C", "H", "H", "H", "H", "H"],
  "coordinates": [[-2.972, 0.058, -0.955], [-1.938, 1.187, 1.206], [-3.256, -2.029, 0.059], [-4.350, 1.900, -1.373], [-4.169, -2.454, -0.398], [-2.444, -2.749, -0.121], [-3.421, -1.992, 1.143], [-5.268, 1.528, -1.856], [-3.908, 2.636, -2.056], [-4.664, 2.449, -0.478], [0.177, 0.858, -0.333], [1.259, 2.784, -0.822], [-0.987, 0.080, -2.122], [1.159, 2.979, -1.905], [0.857, 3.640, -0.258], [2.334, 2.663, -0.578], [-1.271, 0.676, -3.029], [-0.838, -0.912, -2.616], [3.974, -1.732, 2.044], [3.480, -0.504, 2.512], [2.381, 0.111, 1.868], [1.817, -0.522, 0.784], [2.284, -1.716, 0.269], [3.380, -2.330, 0.925], [4.817, -2.207, 2.542], [3.951, -0.024, 3.373], [2.004, 1.084, 2.244], [1.835, -2.183, -0.618], [3.776, -3.280, 0.551]],
  "forces_ev_per_angstrom": [[-0.1, -0.1, 0.0], [0.0, 0.2, 0.2], [-0.5, -0.6, 0.1], [-0.7, 0.3, -0.2], [0.0, -0.2, 0.2], [-0.1, 0.1, 0.0], [-0.1, -0.1, 0.0], [-0.2, 0.2, -0.1], [0.0, 0.0, 0.0], [-0.1, 0.0, 0.0], [0.8, -0.7, 0.4], [0.6, 0.9, -0.2], [-0.2, -0.4, -1.4], [0.1, 0.1, 0.3], [0.2, 0.1, -0.2], [-0.3, 0.2, -0.1], [0.2, 0.3, 0.5], [0.1, 0.1, 0.6], [-0.5, 0.5, -0.2], [-0.3, 0.2, -0.1], [1.5, -0.7, 1.0], [-2.0, 1.0, -1.5], [1.6, -0.8, 1.2], [-0.3, -0.1, -0.5], [-0.1, 0.1, -0.1], [-0.1, -0.1, -0.1], [0.2, -0.5, -0.2], [0.2, 0.1, 0.4], [-0.1, 0.2, 0.2]],
  "mulliken_charge": [1.033, -0.545, -1.314, -1.294, 0.321, 0.284, 0.278, 0.307, 0.278, 0.280, 1.269, -1.288, -1.464, 0.313, 0.310, 0.283, 0.246, 0.222, -0.542, -0.383, -0.534, 0.289, -0.517, -0.290, 0.335, 0.303, 0.220, 0.302, 0.296],
  "total_energy_ha": -927.45376,
  "homo_lumo_gap_ev": 6.767,
  "total_charge": -1,
  "multiplicity": 1
}

=====

Calculated energy above the lowest of the compared OMol25 structures with the same formula, charge and spin (kJ/mol), listed in the same order as above: 4.3 0.0